(1)
{"formula": "C24H53ClIN2O9", "method": "ωB97M-V/def2-TZVPD", "gap_ev": 5.84, "mol_weight_g_mol": 676.050, "charge": 1, "elements": ["I", "Cl", "O", "O", "O", "O", "O", "O", "O", "O", "O", "N", "N", "C", "C", "C", "C", "C", "C", "C", "C", "C", "C", "C", "C", "C", "C", "C", "C", "C", "C", "C", "C", "C", "C", "C", "C", "H", "H", "H", "H", "H", "H", "H", "H", "H", "H", "H", "H", "H", "H", "H", "H", "H", "H", "H", "H", "H", "H", "H", "H", "H", "H", "H", "H", "H", "H", "H", "H", "H", "H", "H", "H", "H", "H", "H", "H", "H", "H", "H", "H", "H", "H", "H", "H", "H", "H", "H", "H", "H"], "positions_angstrom": [[1.4020, -2.9193, -3.1221], [-0.0652, -0.3373, 2.4033], [-2.5373, -1.9065, 9.3173], [-0.5031, -1.3004, -1.6294], [3.4939, 2.9093, 1.5534], [-2.3738, -0.3864, -7.1259], [-3.8688, -0.9608, -3.4372], [4.6047, 1.4870, -0.3801], [-0.4091, -3.5083, 4.2511], [7.2684, 4.0573, 2.3536], [0.8123, 4.1266, -9.6578], [1.9057, 1.3004, 1.8759], [2.9584, 1.7139, 1.2046], [-4.8724, -2.0716, 9.8879], [7.3901, 3.2995, 3.5567], [-3.5110, -2.8057, -4.9424], [3.0118, 3.3617, -9.0497], [-3.5539, -3.1360, -2.4543], [1.3954, 0.1534, 1.4865], [-3.4409, -2.2506, 10.3693], [3.4777, 0.9668, 0.2127], [-4.1755, 0.9114, -8.0571], [-1.0271, -2.9812, 6.5216], [-2.6696, 0.7121, -7.9890], [0.4716, -1.9330, -1.4173], [1.0853, -2.0947, 0.0427], [2.9987, -0.3074, -0.2977], [6.8826, 1.8859, 3.3189], [1.5341, 3.3710, -8.6888], [-3.1550, -1.3864, 11.5872], [-1.9692, 1.9621, -7.4797], [-4.1230, -2.3542, -3.6268], [1.7933, -0.7829, 0.4136], [-1.3146, -3.8474, 5.3065], [6.6143, 3.9865, 4.6697], [-2.7450, -3.6656, 4.8240], [1.3052, 3.9664, -7.3076], [4.4627, 1.5470, -1.3434], [-3.2817, -0.3258, 11.3497], [-0.5531, -2.5834, 4.0236], [3.1598, 2.9419, -10.0464], [-3.9934, -2.7936, -1.5148], [-2.9121, -0.8375, -3.4033], [-2.4284, -2.6414, -4.9446], [-2.1219, -1.5168, 11.9155], [-2.2879, 0.4557, -8.9793], [5.8299, 1.8960, 3.0147], [1.1428, 2.3516, -8.7185], [1.6489, 5.0044, -7.2680], [-3.4613, -3.9344, 5.6024], [1.8327, 3.3957, -6.5392], [-2.3044, 2.2112, -6.4677], [0.2403, 3.9762, -7.0666], [1.7624, -2.9793, 0.0416], [-3.2646, -3.3000, 10.6143], [-5.0609, -2.6895, 9.0074], [7.4413, 1.4090, 2.5106], [-3.9205, -2.2281, -5.7731], [-2.9352, -4.2854, 3.9450], [-4.6661, 0.0037, -8.4142], [-5.5879, -2.3448, 10.6659], [-2.7078, -0.1706, -6.2458], [-2.6838, -0.9800, 9.0919], [0.0058, -3.1131, 6.8507], [6.3341, 4.0901, 2.1177], [-3.8192, -1.6393, 12.4159], [-2.4734, -2.9819, -2.3746], [-4.5845, 1.1247, -7.0647], [-1.6913, -3.2291, 7.3502], [-4.4353, 1.7348, -8.7253], [0.1969, -2.2833, 0.7024], [-3.7469, -4.2055, -2.5606], [-2.1630, 2.8167, -8.1313], [8.4506, 3.2700, 3.8131], [3.5903, 2.7736, -8.3336], [1.1493, 5.0305, -9.6416], [6.9791, 1.2742, 4.2182], [2.7349, 3.5263, 1.4375], [-1.1508, -1.9198, 6.2819], [-2.9261, -2.6275, 4.5266], [3.4133, 4.3792, -9.0705], [-5.2065, -2.4831, -3.6627], [5.5533, 4.0673, 4.4116], [-0.8902, 1.8016, -7.4256], [6.9820, 5.0027, 4.8217], [3.4542, -0.8697, -1.1405], [-3.7025, -3.8650, -5.1257], [-5.0565, -1.0339, 9.5936], [6.7030, 3.4387, 5.6100], [-1.1414, -4.8963, 5.5543]], "forces_ev_per_angstrom": [[0.084, 0.164, 0.707], [1.350, 0.691, -0.736], [0.170, -0.284, -0.099], [0.205, 0.062, 0.398], [-0.600, 0.011, -0.294], [0.235, -0.231, -0.110], [-0.237, 0.219, -0.032], [-1.545, -0.053, 0.635], [0.289, -0.302, -0.304], [0.303, 0.029, -0.124], [-0.221, -0.242, -0.059], [-0.260, -1.032, -0.452], [-0.208, -2.060, -1.064], [-0.097, -0.212, -0.123], [-0.737, -0.005, -0.003], [-0.187, 0.022, -0.178], [0.086, -0.204, -0.135], [-0.178, -0.072, 0.265], [-1.847, -1.471, 0.379], [-0.286, 0.673, 0.039], [2.474, -0.001, -2.572], [-0.129, -0.117, -0.173], [0.178, -0.217, 0.119], [-0.331, 0.336, 0.532], [-0.047, -0.021, 0.093], [-0.468, 0.239, -0.325], [-3.486, 0.302, 3.290], [0.226, -0.255, -0.086], [0.366, 0.625, 0.091], [0.188, -0.101, 0.164], [0.222, 0.058, -0.093], [0.698, -0.146, -0.053], [2.967, 1.646, -1.002], [-0.299, 0.707, 0.125], [0.152, 0.148, 0.155], [-0.077, -0.236, -0.160], [-0.212, -0.080, 0.163], [0.276, -0.168, 0.303], [-0.133, -0.046, -0.030], [-0.069, -0.060, 0.184], [-0.037, -0.041, 0.073], [-0.049, -0.037, -0.062], [-0.076, -0.094, 0.044], [0.001, -0.072, 0.087], [-0.064, -0.065, 0.002], [0.057, -0.164, 0.123], [-0.044, 0.107, 0.140], [-0.113, 0.098, -0.150], [0.125, -0.066, -0.048], [0.008, 0.054, -0.037], [0.000, 0.040, -0.002], [-0.143, -0.008, -0.060], [0.047, -0.065, -0.017], [-0.292, 0.844, 0.173], [0.147, 0.041, -0.162], [0.012, -0.035, 0.081], [0.049, 0.030, 0.078], [-0.017, -0.088, 0.022], [0.006, -0.036, 0.082], [0.060, 0.050, -0.051], [0.001, 0.040, -0.042], [-0.068, 0.010, -0.114], [-0.022, -0.080, 0.076], [-0.059, -0.065, 0.003], [0.082, 0.006, 0.076], [0.021, 0.049, -0.021], [0.006, -0.044, -0.156], [0.093, 0.098, -0.006], [0.042, 0.131, -0.004], [-0.018, -0.022, 0.043], [0.965, 0.166, -0.540], [0.035, 0.032, 0.014], [0.041, -0.003, 0.046], [-0.013, 0.099, -0.187], [0.019, 0.040, -0.028], [-0.019, -0.089, -0.010], [-0.047, -0.002, -0.043], [0.530, -0.025, 0.245], [-0.153, -0.033, -0.028], [0.030, 0.035, 0.149], [-0.046, -0.007, 0.127], [0.029, 0.225, 0.041], [0.004, -0.135, -0.011], [-0.044, -0.014, -0.089], [0.045, -0.080, 0.009], [-0.131, 0.731, 0.777], [0.041, 0.035, -0.015], [0.036, 0.021, 0.138], [-0.045, 0.035, -0.020], [0.155, 0.043, -0.182]], "mulliken_charge": [0.09, -0.14, -0.48, -0.40, -0.33, -0.50, -0.55, -0.44, -0.49, -0.53, -0.56, -0.83, 0.90, -1.25, 0.28, -1.11, -1.41, -0.93, 0.56, 0.40, 0.39, -1.34, -1.06, 0.32, 0.14, -0.53, -0.54, -0.89, 0.49, -1.30, -1.13, 0.37, 0.30, 0.35, -1.11, -1.19, -1.24, 0.37, 0.34, 0.25, 0.34, 0.31, 0.32, 0.24, 0.32, 0.33, 0.02, 0.30, 0.42, 0.37, 0.32, 0.33, 0.30, 0.42, 0.27, 0.29, 0.31, 0.24, 0.32, 0.33, 0.38, 0.28, 0.31, 0.35, 0.31, 0.37, 0.01, 0.30, 0.29, 0.41, 0.21, 0.39, 0.43, 0.31, 0.35, 0.36, 0.39, 0.38, 0.25, 0.28, 0.36, 0.30, 0.22, 0.21, 0.32, 0.42, 0.43, 0.33, 0.36, 0.30]}

(2)
{"formula": "C21H82INO31", "method": "ωB97M-V/def2-TZVPD", "gap_ev": 8.20, "mol_weight_g_mol": 971.767, "charge": 0, "elements": ["I", "O", "O", "O", "O", "O", "O", "O", "O", "O", "O", "O", "O", "O", "O", "O", "O", "O", "O", "O", "O", "O", "O", "O", "O", "O", "O", "O", "O", "O", "O", "O", "N", "C", "C", "C", "C", "C", "C", "C", "C", "C", "C", "C", "C", "C", "C", "C", "C", "C", "C", "C", "C", "C", "H", "H", "H", "H", "H", "H", "H", "H", "H", "H", "H", "H", "H", "H", "H", "H", "H", "H", "H", "H", "H", "H", "H", "H", "H", "H", "H", "H", "H", "H", "H", "H", "H", "H", "H", "H", "H", "H", "H", "H", "H", "H", "H", "H", "H", "H", "H", "H", "H", "H", "H", "H", "H", "H", "H", "H", "H", "H", "H", "H", "H", "H", "H", "H", "H", "H", "H", "H", "H", "H", "H", "H", "H", "H", "H", "H", "H", "H", "H", "H", "H", "H"], "positions_angstrom": [[-3.4615, -0.7837, -7.1930], [2.9458, -3.5596, 0.7594], [6.4295, 3.3881, 0.5605], [-3.7633, 1.1015, 3.5685], [-4.4545, -2.1625, -1.0178], [-0.2975, 3.8329, -7.1221], [3.1492, -9.0924, -2.1240], [-2.9907, 3.1627, 6.0595], [-3.2181, -0.3371, -1.6678], [2.0613, 4.8331, 4.9856], [4.6503, 1.1533, 2.2746], [1.0092, -8.4556, 1.1488], [-0.4826, 1.1665, 3.7573], [-6.9709, -1.0944, -7.2174], [-1.3058, -1.3430, 5.0801], [0.2782, -5.3626, 0.5053], [-4.5171, 1.6498, -10.3931], [6.8623, 0.0478, 0.9153], [7.1443, 3.0249, 8.8663], [-5.4578, 0.6933, -4.7216], [2.7802, -6.3206, -1.9647], [1.8387, -0.4218, 3.1312], [4.1900, 4.4624, 9.2586], [-7.6835, -0.6208, -3.8786], [-2.7671, -4.5066, -0.0200], [4.5633, 5.8013, 5.6662], [-2.3546, -2.3373, -2.1176], [-0.5344, -3.0871, 2.5648], [-5.7557, -3.1761, -5.4108], [2.6062, 2.9595, 7.1273], [6.2463, 6.3208, 10.9492], [-1.7641, 3.7268, -4.2438], [-0.0290, 3.1989, 0.5710], [2.7939, -2.8074, -2.8723], [-2.2892, -2.4940, -6.5385], [0.2386, 4.1298, 1.5691], [2.2085, 3.2404, 0.9099], [-2.2389, -2.6509, -4.9502], [1.1527, 2.6095, 0.1120], [-1.4424, 3.0553, 0.1737], [-2.1577, 1.7202, 0.6422], [-2.2252, -1.2653, -4.2092], [-0.8607, -0.3073, -0.5559], [0.9258, -1.2679, -3.8044], [-1.2379, 0.4534, 0.7823], [2.3189, -1.7687, -3.7853], [-0.0483, -1.8411, -2.8463], [-1.5116, -1.3230, -2.7859], [-3.4891, -1.7134, -1.5380], [-1.2977, 1.1352, -2.6375], [1.8150, -3.3999, -1.9547], [-1.8178, -0.1007, -1.7915], [1.6671, 4.2514, 1.8770], [0.4512, -2.9048, -1.9756], [-5.3639, -3.2181, -4.5300], [-5.0671, 0.6510, -3.8411], [-1.3010, -1.8845, 4.2834], [-1.3526, -3.2982, -4.7242], [-0.5316, -3.8743, 2.0068], [-3.0622, 1.5853, -0.0074], [2.1921, 4.9111, 2.5941], [-4.1252, 1.6073, -9.5127], [6.3355, 3.4178, 9.2178], [-2.5803, 4.1194, -3.9120], [-4.1306, 0.4083, 3.0076], [0.6562, -0.4755, -4.5425], [5.9032, 3.6818, -0.1921], [3.7085, -6.1287, -1.7882], [3.0137, 2.9045, 8.0020], [1.2105, -5.1682, 0.6862], [5.7870, 2.9612, 1.1428], [-2.5644, 1.9400, 1.6898], [2.8031, -6.8721, -2.7569], [-2.9868, 2.6217, 5.2608], [-0.7316, 0.8440, -3.5643], [-1.9917, 3.9035, 0.6767], [2.0120, 2.2004, 7.0954], [-0.9443, 3.4099, -6.5418], [-6.0576, -0.0695, -4.7476], [2.2969, 4.0876, 5.5562], [-1.1917, 4.4862, -4.4132], [0.3029, -5.9095, -0.2901], [4.6322, 4.7900, 8.4643], [3.0570, -1.3144, -4.4972], [4.6217, 4.9378, 9.9806], [-0.4936, 4.7747, 2.1039], [2.4211, 0.3241, 2.9604], [-2.0933, 1.8885, -2.8492], [5.3527, 1.1916, 2.9384], [-0.5279, 1.6544, -1.9969], [-1.5508, 3.2671, -0.9301], [-3.1845, -3.2103, -4.6899], [6.4856, 5.5770, 11.5157], [1.2211, 1.8583, -0.6978], [-3.6589, -4.4943, 0.3454], [-0.8163, 4.1164, -7.8834], [3.6239, -3.5196, 1.4446], [-1.4060, -2.7049, 2.4108], [-0.5149, 1.8757, 3.1008], [-3.2619, -0.8513, -4.1555], [-0.2840, -3.3413, -1.2498], [5.4958, 5.9988, 5.8130], [7.4344, 0.8064, 0.7481], [2.3681, 5.6060, 5.4740], [-0.3744, -1.1454, 5.2319], [6.0494, 0.4408, 1.2592], [3.8504, -3.1571, -2.8487], [0.0694, -8.6064, 1.3005], [0.2157, -0.0955, -0.8096], [-0.2872, 0.6697, 1.3451], [-1.7951, -0.2832, 1.4356], [7.7218, 3.7796, 8.7047], [-8.2865, 0.1124, -4.0515], [1.0259, -0.0153, 3.4699], [-6.6689, -0.3150, -6.7377], [-1.6135, -0.5565, -4.8446], [3.3093, 3.0484, 0.8363], [-4.5118, 1.6881, 3.7344], [-6.3514, -3.9351, -5.4392], [6.5521, 7.0935, 11.4376], [3.0520, -10.0381, -1.9659], [2.5225, -8.6860, -1.5110], [-8.2481, -1.4019, -3.9085], [2.2131, -3.0433, 1.1252], [-2.7802, -3.4019, -6.9907], [3.9254, 1.6540, 2.6711], [-2.7815, -3.8107, -0.6903], [4.5588, 5.2711, 4.8600], [-1.3707, 1.1571, 4.1387], [1.0756, -7.4996, 1.0294], [-0.8800, -1.4112, -0.3055], [-1.2456, -2.4470, -6.9416], [-6.7370, -1.8294, -6.6348], [-2.0594, 3.3620, 6.2118], [-5.1120, 0.8914, -10.4206], [2.0680, -4.1903, -1.2134]], "forces_ev_per_angstrom": [[0.542, -0.630, -0.060], [-0.131, -0.146, 0.414], [-0.172, -0.025, 0.101], [-0.187, 0.199, 0.040], [0.553, -0.307, -0.599], [-0.236, 0.005, 0.076], [-0.201, -0.176, 0.080], [0.127, -0.025, -0.185], [-0.843, -0.019, 1.540], [-0.032, 0.046, -0.193], [0.077, 0.422, 0.404], [-0.020, 0.039, -0.177], [-0.152, 0.462, 0.068], [-0.280, 0.056, 0.070], [-0.078, 0.110, 0.063], [0.404, -0.228, 0.194], [-0.044, -0.072, 0.160], [0.143, 0.164, 0.174], [0.011, 0.258, 0.043], [0.128, -0.030, -0.060], [0.024, -0.020, -0.059], [-0.021, -0.007, 0.088], [0.455, -0.143, -0.026], [-0.401, -0.183, 0.064], [-0.033, 0.098, 0.113], [0.472, -0.008, 0.055], [-2.216, -0.431, 1.544], [-0.153, 0.206, 0.041], [-0.174, -0.229, 0.133], [-0.090, -0.412, 0.118], [0.046, -0.250, 0.131], [0.014, 0.343, -0.058], [0.099, 0.972, 1.008], [-2.689, 0.544, 0.250], [0.467, -1.020, 0.634], [3.001, 1.059, 1.557], [-0.675, 0.261, 0.086], [-0.971, 0.111, -0.823], [1.538, 2.069, 2.295], [-0.795, 0.194, -0.532], [0.374, 0.736, 0.981], [1.775, 0.519, -0.332], [-0.845, -0.666, 1.232], [0.785, -1.904, 1.660], [-0.558, -0.501, -0.282], [-0.898, -0.385, 0.882], [2.456, -0.358, -0.790], [-0.895, -1.194, -0.126], [3.370, 1.958, -1.320], [-0.273, 0.876, 1.231], [-0.675, 1.807, -1.431], [3.493, -1.215, -3.143], [-2.707, -3.042, -3.525], [0.157, 0.551, -0.428], [-0.036, 0.123, -0.052], [-0.081, 0.044, -0.044], [0.242, -0.119, 0.141], [-0.748, 0.654, 0.019], [-0.052, -0.209, -0.142], [0.886, -0.206, 0.484], [-0.668, -0.762, -0.628], [0.001, -0.013, -0.130], [-0.104, -0.148, -0.060], [0.008, -0.069, -0.111], [0.142, -0.033, 0.084], [0.244, -0.823, 0.765], [0.098, -0.029, 0.024], [-0.080, -0.061, 0.060], [0.055, 0.294, -0.053], [0.028, 0.146, -0.093], [0.032, -0.050, -0.098], [0.545, -0.357, -1.407], [0.019, -0.029, 0.091], [-0.004, -0.047, 0.136], [-1.015, 0.240, 0.915], [0.695, -0.860, -0.566], [0.033, 0.073, -0.069], [0.063, -0.004, -0.002], [0.048, 0.183, 0.306], [-0.035, 0.138, 0.197], [0.027, -0.090, -0.018], [-0.133, 0.212, -0.078], [-0.247, 0.079, -0.052], [-0.890, -0.468, 0.752], [-0.181, 0.177, -0.043], [0.115, -0.986, -0.956], [-0.016, -0.162, -0.076], [0.694, -0.787, -0.105], [-0.129, -0.152, 0.104], [-0.940, -0.372, -0.768], [0.253, -0.524, 1.102], [1.165, 0.476, 0.020], [0.049, 0.076, -0.032], [-0.182, 0.749, 0.844], [0.058, 0.002, -0.072], [0.104, -0.024, 0.029], [-0.049, 0.017, -0.052], [0.060, -0.106, -0.251], [0.192, 0.036, 0.093], [0.943, -0.274, 0.126], [0.891, 0.310, -0.780], [-0.100, 0.099, -0.005], [-0.067, -0.060, -0.099], [-0.001, -0.120, 0.038], [-0.070, -0.074, -0.065], [0.014, -0.211, -0.396], [-0.998, 0.475, -0.190], [0.088, 0.024, 0.017], [-1.323, -0.119, -0.246], [-1.051, -0.089, -0.653], [0.513, 0.825, -0.620], [0.011, -0.114, 0.014], [0.136, 0.021, 0.003], [-0.060, 0.024, -0.129], [0.015, -0.035, -0.126], [-0.818, -0.663, 0.586], [-1.312, -0.061, -0.274], [0.032, -0.064, 0.018], [0.089, 0.012, -0.046], [-0.104, 0.008, -0.113], [0.059, 0.071, -0.077], [0.149, 0.035, 0.060], [0.118, 0.014, -0.040], [0.102, 0.148, -0.044], [0.445, 1.095, 0.467], [0.015, 0.097, -0.205], [0.085, -0.274, 0.034], [-0.216, -0.004, 0.085], [0.036, -0.411, -0.028], [-0.093, -0.051, 0.151], [0.108, 1.188, -0.169], [-1.031, 0.386, 0.201], [0.218, 0.099, -0.026], [-0.088, 0.028, 0.022], [0.055, 0.057, -0.014], [-0.124, 0.947, -1.069]], "mulliken_charge": [0.02, -0.59, -0.63, -0.56, -0.54, -0.63, -0.61, -0.65, -0.75, -0.56, -0.71, -0.65, -0.28, -0.59, -0.66, -0.61, -0.62, -0.65, -0.64, -0.54, -0.59, -0.46, -0.63, -0.59, -0.63, -0.60, -0.31, -0.64, -0.53, -0.61, -0.62, -0.59, 0.46, -1.01, -1.18, -0.34, -0.28, -0.30, -0.40, -0.95, 0.12, -0.57, -0.13, -0.69, -0.14, -0.88, -0.08, 0.53, 0.56, -1.16, -0.02, 2.49, -0.86, 0.16, 0.29, 0.26, 0.35, 0.38, 0.25, 0.13, 0.42, 0.29, 0.33, 0.27, 0.23, 0.33, 0.32, 0.29, 0.31, 0.31, 0.37, 0.29, 0.30, 0.35, 0.29, 0.37, 0.27, 0.30, 0.21, 0.34, 0.32, 0.28, 0.34, 0.32, 0.27, 0.29, 0.24, 0.02, 0.37, -0.09, 0.10, 0.07, 0.33, 0.30, 0.31, 0.31, 0.27, 0.31, 0.19, 0.28, 0.19, 0.28, 0.33, 0.29, 0.28, 0.37, 0.36, 0.31, 0.15, -0.03, 0.13, 0.32, 0.30, 0.20, 0.31, 0.60, 0.43, 0.30, 0.27, 0.30, 0.28, 0.35, 0.30, 0.28, 0.50, 0.26, 0.31, 0.30, 0.09, 0.36, -0.19, 0.47, 0.32, 0.33, 0.33, 0.25]}

| no. | E_LUMO (Eh) |
| --- | --- |
| 1 | -0.211 |
| 2 | -0.005 |